(1)
This record from OMol25 describes an isolated molecule of FH2IP2 at a distorted geometry. The level of theory is ωB97M-V with the def2-TZVPD basis set.

## Properties
Energy relative to the best compared isomer or geometry (same formula, charge and spin): 0.0 kcal/mol
SMILES string: FP(#[PH2])I
HOMO level: -9.3 eV
Kohn-Sham gap: 0.328 Ha
Total energy: -29428.55041 eV

```
6
Properties=species:S:1:pos:R:3:forces:R:3:mulliken_charge:R:1
F -2.070844 2.513775 -0.315134 -0.220 -1.204 0.728 -0.25
P -1.948021 1.133310 0.607191 -1.033 0.639 -0.614 0.25
P -0.474727 0.250380 -0.717765 0.084 -0.113 -0.816 -0.11
I -3.837537 -0.379848 -0.043189 0.266 0.539 0.044 -0.08
H -0.585818 -1.156939 -0.494558 -0.044 0.487 0.475 0.10
H 0.382596 0.597427 0.320659 0.947 -0.348 0.182 0.08
```
Positions in Å, forces in eV/Å.

(2)
This record from OMol25 describes an isolated molecule of FH2NO3S at a distorted geometry. The level of theory is ωB97M-V with the def2-TZVPD basis set.

## Properties
Multiplicity: 3
Energy relative to the best compared isomer or geometry (same formula, charge and spin): 9.8 kcal/mol
HOMO level (spin up / spin down): -7.4 / -11.9 eV
Kohn-Sham gap (spin up / spin down): 0.288 / 0.331 Ha
Total energy: -21211.30131 eV

```
8
Properties=species:S:1:pos:R:3:forces:R:3:mulliken_charge:R:1
N 0.929818 -0.494625 -0.210198 2.146 -3.358 -2.996 -0.26
O -1.175951 1.194225 -1.153255 -1.874 0.498 -1.225 -0.45
O -1.371813 0.453512 1.349138 -0.762 1.607 -0.196 -0.47
O 0.401547 -1.775777 -0.058721 1.446 1.073 0.499 -0.29
F 0.327929 2.105017 0.330295 -0.062 0.718 1.075 -0.21
S -0.694260 0.878643 0.142859 -0.341 -0.306 1.627 1.01
H 1.010496 -0.349098 -1.292902 0.014 -0.779 2.188 0.30
H 0.572233 -2.011897 0.892784 -0.567 0.547 -0.972 0.38
```
Positions in Å, forces in eV/Å.

(3)
This record from OMol25 describes an isolated molecule of FH2NOS2 at a distorted geometry. The level of theory is ωB97M-V with the def2-TZVPD basis set.

## Properties
Energy relative to the best compared isomer or geometry (same formula, charge and spin): 21.7 kcal/mol
HOMO level (spin up / spin down): -9.3 / -9.3 eV
Kohn-Sham gap (spin up / spin down): 0.279 / 0.271 Ha
Total energy: -27953.07563 eV

```
7
Properties=species:S:1:pos:R:3:forces:R:3:mulliken_charge:R:1
N -1.074179 1.321671 0.056153 0.773 0.190 -1.855 -0.14
O -0.594776 -2.119998 -2.025439 0.791 0.002 -0.046 -0.41
F -0.694129 2.696896 -0.358559 0.591 -0.247 -0.864 -0.25
S 0.209700 0.275157 0.175354 0.306 0.102 -0.055 0.00
S 0.669965 -1.417045 -1.723115 -2.347 1.843 -0.604 0.31
H -1.411311 1.749482 0.878187 -0.792 -1.011 1.928 0.29
H 1.147322 -1.951549 -0.634754 0.678 -0.878 1.497 0.20
```
Positions in Å, forces in eV/Å.

(4)
This record from OMol25 describes an isolated molecule of FH2OP at a distorted geometry. The level of theory is ωB97M-V with the def2-TZVPD basis set.

## Properties
Energy relative to the best compared isomer or geometry (same formula, charge and spin): 122.0 kcal/mol
SMILES string: FOP
HOMO level: -10.8 eV
Kohn-Sham gap: 0.396 Ha
Total energy: -14081.55458 eV

```
5
Properties=species:S:1:pos:R:3:forces:R:3:mulliken_charge:R:1
F 1.824696 -0.891585 -0.824304 0.034 -0.446 -1.393 -0.10
O 1.015246 -0.371482 0.158572 -2.934 1.277 1.477 -0.21
P -0.740421 0.072732 -0.381930 1.645 -0.298 1.633 0.14
H -0.650449 1.408942 0.134271 0.229 -0.250 -0.489 0.08
H -1.449071 -0.218606 0.913391 1.026 -0.283 -1.228 0.09
```
Positions in Å, forces in eV/Å.